ORCA calculation (ωB97M-V/def2-TZVPD) on a gas-phase ion, C7H16N3S (charge +1).

XYZ file:
```
27
C7H16N3S ωB97M-V/def2-TZVPD
C -1.156 -1.384 0.128
C -2.651 -0.418 1.893
C -1.419 -2.574 2.291
C 1.451 2.610 -2.643
C 2.779 0.705 -1.487
C -1.391 -1.281 1.654
C 1.594 1.645 -1.430
N -0.764 -2.388 -0.450
N -1.695 -0.225 -0.720
N 0.477 0.897 -1.072
S -0.947 0.975 -1.501
H -3.128 -0.440 2.920
H -3.419 -0.930 1.277
H -2.726 0.694 1.476
H -1.285 -2.448 3.368
H -0.700 -3.274 1.907
H -2.412 -2.838 2.273
H 1.692 2.029 -3.622
H 0.352 2.939 -2.617
H 2.106 3.548 -2.780
H 2.527 -0.199 -0.929
H 3.702 1.024 -1.070
H 2.897 0.421 -2.510
H -0.455 -0.791 2.089
H 1.807 2.319 -0.646
H -2.589 -0.440 -0.936
H -0.551 -2.457 -1.492
```

E_tot (eV): -22811.1405
HOMO energy (alpha / beta) (eV): -12.11 / -14.25
Charge: +1
Gap between HOMO and LUMO (alpha / beta) (eV): 9.22 / 6.14
Spin multiplicity: 3

=====

ORCA calculation (ωB97M-V/def2-TZVPD) on 4 unconnected molecules or ions with the total composition C13H25N4O.

XYZ file:
```
43
C13H25N4O ωB97M-V/def2-TZVPD
C 0.669 -0.524 0.344
C 0.731 0.744 -0.513
C -0.358 1.758 -0.221
O -1.551 1.538 -1.037
N -2.269 0.449 -0.555
C -3.137 0.642 0.646
C -3.769 -0.753 0.770
C -3.677 -1.351 -0.676
C -3.215 -0.175 -1.531
H 0.319 -0.307 1.356
H 1.650 -0.985 0.416
H 0.018 -1.290 -0.093
H 1.692 1.239 -0.372
H 0.687 0.482 -1.572
H -0.651 1.750 0.833
H -0.079 2.778 -0.471
H -1.605 -0.296 -0.302
H -2.573 1.015 1.495
H -3.887 1.381 0.370
H -3.210 -1.377 1.463
H -4.794 -0.670 1.118
H -4.607 -1.774 -1.041
H -2.928 -2.143 -0.698
H -2.737 -0.367 -2.485
H -4.029 0.536 -1.655
C 5.266 0.581 -1.244
C 4.188 -0.390 -1.382
N 3.376 -1.195 -1.491
H 6.081 0.125 -0.682
H 5.631 0.867 -2.228
H 4.914 1.467 -0.720
C 5.320 -4.822 -1.103
C 6.218 -3.722 -0.777
N 6.917 -2.847 -0.528
H 5.767 -5.767 -0.799
H 4.373 -4.689 -0.583
H 5.136 -4.842 -2.175
C -3.656 4.167 2.951
C -2.642 3.143 3.166
N -1.844 2.330 3.312
H -3.633 4.502 1.915
H -4.642 3.770 3.185
H -3.461 5.021 3.598
```

E_tot (eV): -21885.7195
HOMO energy (eV): -13.38
Charge: +1
Gap between HOMO and LUMO (eV): 11.19

=====

ORCA calculation (ωB97M-V/def2-TZVPD) on 2 unconnected molecules or ions with the total composition C2H5NOS.

XYZ file:
```
10
C2H5NOS ωB97M-V/def2-TZVPD
C 2.244 -0.612 0.246
C -0.486 -0.132 -0.246
H 3.448 -0.462 -0.005
H 1.976 -1.586 -0.305
H 1.978 -0.588 1.372
H 0.059 2.138 0.243
H -0.038 -0.777 -1.063
N 0.388 0.659 0.311
O 1.570 0.484 -0.413
S -2.078 -0.172 0.055
```

E_tot (eV): -16522.4197
HOMO energy (eV): -8.72
Gap between HOMO and LUMO (eV): 7.61

=====

ORCA calculation (ωB97M-V/def2-TZVPD) on a molecular structure, C35H53BeN4OP2.

XYZ file:
```
96
C35H53BeN4OP2 ωB97M-V/def2-TZVPD
C -1.741 2.308 -0.444
C -2.204 1.458 1.762
C -2.832 3.171 -0.407
C -3.288 2.405 1.848
C -3.601 3.226 0.788
H -3.060 3.806 -1.267
H -3.879 2.426 2.769
H -4.445 3.921 0.862
N -1.403 1.501 0.607
P 0.921 2.040 -1.032
P -0.907 -0.871 2.332
C -0.826 2.268 -1.653
H -1.048 1.383 -2.273
H -0.966 3.161 -2.283
C -1.957 0.501 2.753
H -2.647 0.455 3.603
C -2.089 -2.280 1.708
C -0.081 -1.481 3.946
C 2.018 1.641 -2.547
C 1.321 3.798 -0.351
C -1.278 -3.321 0.907
H -0.701 -3.982 1.573
H -1.966 -3.958 0.318
H -0.567 -2.844 0.216
C -2.895 -2.999 2.806
H -2.265 -3.622 3.461
H -3.458 -2.283 3.429
H -3.632 -3.670 2.324
C -3.120 -1.559 0.807
H -3.640 -2.306 0.176
H -3.870 -1.036 1.421
H -2.661 -0.806 0.152
C 0.551 -2.869 3.728
H 1.210 -2.871 2.842
H 1.166 -3.129 4.610
H -0.204 -3.662 3.606
C 1.040 -0.495 4.316
H 1.880 -0.560 3.609
H 0.672 0.544 4.340
H 1.421 -0.751 5.322
C -1.082 -1.497 5.121
H -1.931 -2.175 4.962
H -0.551 -1.832 6.032
H -1.471 -0.484 5.314
C 2.824 3.888 -0.016
H 3.009 4.832 0.529
H 3.156 3.059 0.629
H 3.445 3.905 -0.926
C 0.490 4.049 0.932
H -0.580 4.165 0.705
H 0.597 3.256 1.683
H 0.847 4.995 1.381
C 0.942 4.924 -1.336
H 1.179 5.892 -0.856
H 1.493 4.883 -2.286
H -0.139 4.929 -1.553
C 1.402 0.405 -3.237
H 0.397 0.602 -3.646
H 2.055 0.115 -4.081
H 1.345 -0.445 -2.540
C 3.414 1.226 -2.031
H 3.334 0.420 -1.284
H 4.011 0.850 -2.883
H 3.964 2.065 -1.580
C 2.141 2.778 -3.576
H 1.155 3.148 -3.909
H 2.723 3.628 -3.186
H 2.674 2.397 -4.467
Be 0.419 0.236 0.561
C 1.528 1.161 1.853
O 2.297 1.715 2.545
N -0.588 -0.735 -0.974
C -1.174 -1.246 -1.856
C -1.931 -1.848 -2.893
C -1.295 -2.612 -3.904
C -3.340 -1.682 -2.912
C -2.064 -3.195 -4.913
H -0.209 -2.737 -3.881
C -4.090 -2.273 -3.931
H -3.822 -1.096 -2.124
C -3.459 -3.029 -4.932
H -1.572 -3.786 -5.693
H -5.178 -2.145 -3.943
H -4.054 -3.490 -5.726
C 4.246 -3.312 -1.150
N 3.535 -2.324 -0.353
C 4.058 -1.742 0.719
C 3.156 -0.851 1.188
N 2.017 -0.832 0.410
C 2.291 -1.799 -0.513
H 5.192 -2.856 -1.523
H 4.514 -4.184 -0.516
H 3.639 -3.639 -2.015
H 5.041 -1.944 1.132
H 3.401 -0.279 2.059
H 1.625 -2.113 -1.298
```

E_tot (eV): -64137.9368
HOMO energy (eV): -8.46
Charge: +1
Gap between HOMO and LUMO (eV): 5.71

=====

ORCA calculation (ωB97M-V/def2-TZVPD) on 9 unconnected molecules or ions with the total composition C26H72N2O18.

XYZ file:
```
118
C26H72N2O18 ωB97M-V/def2-TZVPD
C 5.034 0.843 -1.287
O 5.090 0.970 0.121
C 3.949 0.420 0.707
C 4.146 0.241 2.194
N 3.808 1.508 2.905
C 4.153 1.490 4.320
C 3.424 0.521 5.228
O 2.033 0.864 5.228
C 1.263 -0.031 6.004
H 5.823 1.468 -1.705
H 4.103 1.247 -1.702
H 5.175 -0.208 -1.553
H 3.872 -0.625 0.355
H 2.971 0.834 0.458
H 5.209 -0.015 2.353
H 3.567 -0.563 2.655
H 4.515 2.121 2.492
H 3.933 2.483 4.734
H 5.248 1.446 4.436
H 3.792 0.620 6.254
H 3.560 -0.514 4.885
H 1.424 -1.068 5.703
H 0.217 0.238 5.894
H 1.532 0.070 7.061
C -3.212 -3.405 0.807
O -3.894 -2.574 -0.073
C -4.456 -1.487 0.613
C -5.137 -0.538 -0.339
N -4.248 0.122 -1.304
C -4.783 1.449 -1.641
C -4.042 1.941 -2.895
O -4.450 3.260 -3.169
C -3.961 3.688 -4.422
H -3.016 -4.377 0.352
H -3.807 -3.686 1.687
H -2.260 -2.981 1.136
H -3.679 -0.969 1.185
H -5.210 -1.901 1.291
H -5.695 0.195 0.246
H -5.917 -1.107 -0.871
H -4.207 -0.471 -2.135
H -4.534 2.085 -0.793
H -5.849 1.399 -1.879
H -4.356 1.245 -3.681
H -2.976 1.846 -2.656
H -2.886 3.896 -4.428
H -4.454 4.641 -4.639
H -4.216 3.024 -5.253
O -1.277 -2.361 -4.425
C -2.073 -2.369 -3.229
C -3.510 -2.758 -3.450
O -4.297 -1.561 -3.741
H -1.487 -1.516 -4.849
H -1.542 -3.078 -2.594
H -2.076 -1.394 -2.730
H -3.927 -3.238 -2.558
H -3.622 -3.473 -4.273
H -5.054 -1.892 -4.236
O 0.501 -0.902 0.613
C -0.241 -0.889 -0.608
C -0.699 0.513 -0.959
O -1.774 0.916 -0.112
H 0.119 -0.159 1.126
H 0.382 -1.207 -1.457
H -1.093 -1.572 -0.541
H -0.973 0.702 -2.003
H 0.116 1.205 -0.705
H -2.639 0.563 -0.436
O 1.664 4.848 -1.496
C 2.333 4.205 -0.427
C 2.507 5.148 0.766
O 1.278 5.360 1.429
H 2.225 5.565 -1.809
H 1.743 3.370 -0.047
H 3.309 3.824 -0.748
H 2.913 6.098 0.381
H 3.209 4.698 1.468
H 0.586 5.511 0.773
O 1.208 3.252 4.161
C -0.064 3.177 3.624
C -0.270 2.096 2.580
O -0.134 0.764 3.123
H 1.607 2.371 4.378
H -0.790 2.999 4.433
H -0.448 4.063 3.108
H 0.512 2.202 1.807
H -1.205 2.139 2.025
H 0.765 0.662 3.469
O 1.884 -4.983 -0.992
C 0.525 -5.223 -1.284
C -0.047 -6.483 -0.645
O -0.466 -6.212 0.691
H 1.915 -4.608 -0.089
H -0.044 -4.385 -0.874
H 0.422 -5.302 -2.367
H 0.690 -7.290 -0.696
H -0.894 -6.821 -1.253
H 0.064 -6.738 1.293
O 0.755 2.235 -6.873
C 1.324 1.839 -5.640
C 0.830 2.713 -4.523
O -0.546 2.478 -4.263
H 1.277 1.947 -7.623
H 1.124 0.779 -5.434
H 2.415 1.982 -5.637
H 0.921 3.758 -4.837
H 1.427 2.537 -3.625
H -0.857 3.030 -3.541
O 1.542 -3.301 1.282
C 1.103 -3.788 2.528
C 1.340 -2.833 3.674
O 1.121 -3.541 4.911
H 1.119 -2.413 1.149
H 0.034 -4.045 2.515
H 1.599 -4.740 2.720
H 0.698 -1.951 3.705
H 2.385 -2.495 3.672
H 1.962 -3.683 5.347
```

E_tot (eV): -67958.9009
HOMO energy (eV): -9.12
Gap between HOMO and LUMO (eV): 9.63
Structure (SMILES): COCCNCCOC.COCCNCCOC.OCCO.OCCO.OCCO.OCCO.OCCO.OCCO.OCCO

=====

ORCA calculation (ωB97M-V/def2-TZVPD) on a molecular structure, C49H43BrCoN3O8SSi.

XYZ file:
```
107
C49H43BrCoN3O8SSi ωB97M-V/def2-TZVPD
Co 13.982 13.125 15.374
N 11.953 10.028 13.603
C 12.988 10.596 14.242
N 12.634 11.753 14.849
C 11.288 12.031 14.498
C 10.484 12.996 15.035
C 9.117 12.789 14.783
C 8.669 11.760 13.981
C 9.519 10.853 13.345
C 10.864 10.909 13.695
H 12.071 9.161 13.088
H 13.901 10.061 14.315
H 10.939 13.760 15.681
H 8.349 13.404 15.326
H 7.605 11.558 13.896
H 9.188 10.012 12.798
Br 11.170 17.994 16.578
C 12.705 17.729 17.614
C 13.171 18.859 18.292
C 14.452 18.810 18.784
C 15.096 17.585 18.857
C 14.463 16.399 18.472
C 13.239 16.409 17.808
C 12.551 15.207 17.256
O 11.312 15.160 17.354
O 13.309 14.235 16.760
H 12.522 19.769 18.265
H 14.944 19.715 19.195
H 16.195 17.586 19.039
H 14.990 15.442 18.438
O 14.358 12.342 19.121
C 14.163 11.669 18.121
O 14.515 12.034 16.862
C 13.442 10.331 18.277
C 12.316 10.191 19.116
C 11.546 9.045 19.121
C 11.943 7.960 18.301
C 13.133 8.073 17.517
C 13.936 9.224 17.598
N 13.319 7.242 16.303
O 12.388 6.494 15.954
O 14.427 7.340 15.713
H 12.060 10.973 19.829
H 10.656 8.922 19.793
H 11.302 7.114 18.100
H 14.820 9.392 16.950
C 18.425 15.655 15.188
C 18.489 14.477 14.271
C 17.960 14.738 12.848
C 19.875 13.808 14.262
Si 17.241 13.155 14.954
O 15.702 13.580 14.761
C 17.429 11.382 14.388
C 17.170 10.282 15.283
C 17.081 9.002 14.760
C 17.203 8.836 13.361
C 17.349 9.876 12.474
C 17.470 11.133 13.020
C 17.738 13.060 16.774
C 18.644 12.102 17.394
C 18.921 12.172 18.722
C 18.253 13.092 19.600
C 17.261 13.885 19.013
C 17.030 13.895 17.606
H 19.116 16.434 14.769
H 18.793 15.551 16.200
H 17.416 16.131 15.207
H 18.393 15.708 12.506
H 16.924 14.998 12.818
H 18.144 14.008 12.054
H 20.546 14.493 13.723
H 19.974 12.849 13.751
H 20.352 13.868 15.273
H 16.953 10.438 16.350
H 16.947 8.099 15.410
H 17.130 7.796 12.973
H 17.355 9.716 11.414
H 17.567 11.981 12.383
H 19.043 11.356 16.712
H 19.668 11.518 19.137
H 18.453 13.154 20.654
H 16.766 14.724 19.619
H 16.363 14.589 17.194
O 13.322 14.196 13.563
S 12.722 14.214 12.222
C 12.877 12.660 11.240
C 14.001 11.871 11.300
C 14.063 10.702 10.577
C 12.903 10.327 9.894
C 11.859 11.213 9.715
C 11.799 12.374 10.381
C 13.712 15.294 11.223
C 15.015 14.953 10.851
C 15.917 15.966 10.428
C 15.504 17.294 10.321
C 14.240 17.635 10.773
C 13.388 16.654 11.267
H 14.874 12.211 11.837
H 14.902 10.054 10.565
H 12.722 9.356 9.540
H 11.053 10.991 8.972
H 10.942 12.997 10.257
H 15.414 13.915 10.742
H 16.934 15.765 10.216
H 16.165 18.032 9.897
H 13.855 18.649 10.854
H 12.507 16.980 11.785
```

E_tot (eV): -198739.8111
HOMO energy (alpha / beta) (eV): -8.31 / -8.30
Gap between HOMO and LUMO (alpha / beta) (eV): 7.46 / 6.57
Spin multiplicity: 5

=====

ORCA calculation (ωB97M-V/def2-TZVPD) on a molecular structure, C24H23Cl2Ge2I2NO5PtSe.

XYZ file:
```
61
C24H23Cl2Ge2I2NO5PtSe ωB97M-V/def2-TZVPD
Pt -2.051 -0.645 -0.330
Cl -6.467 1.883 -0.003
C -4.901 2.603 0.015
C -4.806 3.983 0.245
C -3.602 4.616 0.272
Cl -3.541 6.342 0.554
C -2.410 3.885 0.079
C -1.109 4.431 0.129
C -0.028 3.616 -0.035
C -0.234 2.242 -0.261
N -1.430 1.712 -0.334
C -2.522 2.497 -0.164
C -3.785 1.811 -0.218
O -3.834 0.542 -0.475
H -5.718 4.544 0.410
H -0.987 5.492 0.305
H 0.981 4.002 0.011
H 0.606 1.570 -0.380
O 0.489 -3.867 -1.220
Se -1.096 -3.028 -1.231
O 1.234 -0.648 -0.805
O -1.692 -3.762 0.193
O -1.837 -3.754 -2.463
C 0.739 1.186 -3.241
Ge 1.617 -0.401 -2.521
C 3.558 -0.217 -2.505
C 1.092 -1.870 -3.686
Ge 0.160 -1.016 0.640
C 0.911 0.276 1.914
C 2.277 0.564 1.897
C 2.789 1.598 2.675
C 1.939 2.353 3.480
C 0.580 2.066 3.514
C 0.071 1.035 2.730
C 0.934 -2.786 1.010
C 0.968 -3.304 2.268
C 1.538 -4.565 2.544
C 2.091 -5.336 1.490
C 2.081 -4.884 0.215
C 1.477 -3.570 -0.164
H 0.905 1.216 -4.323
H 1.113 2.116 -2.811
H -0.334 1.121 -3.060
H 3.926 0.106 -3.484
H 4.018 -1.176 -2.262
H 3.859 0.518 -1.756
H 1.599 -1.732 -4.646
H 0.016 -1.861 -3.868
H 1.365 -2.847 -3.285
H 2.937 -0.016 1.260
H 3.850 1.822 2.650
H 2.339 3.164 4.077
H -0.084 2.656 4.136
H -0.995 0.826 2.742
H 0.544 -2.731 3.088
H 1.543 -4.946 3.557
H 2.520 -6.306 1.711
H 2.464 -5.486 -0.600
H 2.239 -2.949 -0.647
I -3.627 -2.838 0.270
I -6.278 -1.854 0.691
```

E_tot (eV): -259859.7439
HOMO energy (alpha / beta) (eV): -4.33 / -5.32
Charge: -1
Gap between HOMO and LUMO (alpha / beta) (eV): 6.47 / 6.17
Spin multiplicity: 4

=====

ORCA calculation (ωB97M-V/def2-TZVPD) on 2 unconnected molecules or ions with the total composition C2H5P.

XYZ file:
```
8
C2H5P ωB97M-V/def2-TZVPD
C -2.748 0.757 0.012
P -3.902 -0.251 -0.008
H -1.942 1.399 -0.324
C 0.559 -0.415 0.007
H 0.322 0.487 -0.544
H 0.486 0.121 0.957
H -0.264 -1.053 0.001
H 1.611 -0.626 -0.167
```

E_tot (eV): -11441.2642
HOMO energy (eV): -10.30
Gap between HOMO and LUMO (eV): 10.75
Structure (SMILES): C#P.C